Entry 1:
C23H42Br2O10 | the ωB97M-V functional and the def2-TZVPD basis

Structure (XYZ):
```
77
Properties=species:S:1:pos:R:3:forces:R:3:lowdin_charge:R:1
C 5.345 -0.374 3.660 1.32 -0.58 -0.23 -0.19
C 5.525 1.051 2.870 -1.28 -0.41 0.53 -0.70
Br 7.372 1.737 3.399 -1.28 -0.75 -0.50 0.55
C 4.409 2.211 3.327 0.05 -1.05 0.52 -0.62
Br 5.056 3.922 2.472 -0.95 -0.97 0.39 0.63
C 2.890 1.776 2.905 -0.73 -0.02 0.25 -0.20
C 1.989 0.860 3.976 -1.86 0.89 -0.26 -0.10
C 0.661 0.720 2.981 1.79 -2.13 -1.18 -0.16
O 0.574 2.028 2.251 1.73 1.28 2.28 -0.10
C 1.739 2.902 2.616 -0.63 3.86 0.50 -0.21
O 1.713 4.232 2.700 -0.13 -9.31 -0.66 -0.02
H 4.303 -0.886 3.513 1.89 1.25 0.33 0.07
H 6.144 -1.126 3.188 -1.75 1.68 0.99 0.09
H 5.670 -0.283 4.805 -1.07 -0.03 -2.55 0.10
H 5.490 0.882 1.700 0.19 0.58 2.50 0.12
H 4.448 2.388 4.489 0.06 -0.37 -2.41 0.12
H 2.861 1.129 1.921 0.46 1.31 1.80 0.16
H 1.495 1.443 4.891 1.79 -0.78 -1.81 0.14
H 2.472 -0.115 4.408 -1.01 1.84 -1.30 0.11
H -0.332 0.296 3.436 1.75 1.77 -0.54 0.13
H 0.909 -0.111 2.161 -0.40 1.81 1.52 0.13
O -0.812 -2.297 -0.079 -1.57 -0.18 1.89 0.06
C -1.783 -2.324 0.676 1.11 -0.18 -1.09 -0.49
O -1.647 -2.758 1.949 0.62 0.30 -0.16 -0.01
C -2.664 -2.650 2.961 -0.28 -0.19 0.07 -0.23
C -3.622 -3.823 2.893 -0.09 -0.12 -0.20 -0.06
C -3.151 -1.968 0.174 -0.21 0.69 -0.06 0.02
H -3.174 -1.683 2.905 0.03 -0.11 -0.15 0.11
H -2.144 -2.668 3.925 0.17 0.02 -0.34 0.12
H -4.156 -3.851 1.940 -0.06 0.07 0.14 0.07
H -4.357 -3.766 3.701 0.08 0.00 -0.10 0.09
H -3.076 -4.768 2.979 -0.02 0.18 0.09 0.09
H -3.599 -2.845 -0.301 -0.01 0.07 0.10 0.09
H -3.052 -1.169 -0.567 0.09 -0.34 0.01 0.10
H -3.817 -1.586 0.945 -0.07 -0.25 0.02 0.08
O 5.063 7.239 -2.784 -1.62 -0.15 1.73 0.07
C 4.093 7.212 -2.029 1.40 -0.20 -1.15 -0.51
O 4.229 6.777 -0.756 0.56 0.28 -0.17 -0.01
C 3.211 6.886 0.256 -0.25 -0.24 0.01 -0.23
C 2.254 5.713 0.189 -0.17 0.00 -0.24 -0.08
C 2.724 7.567 -2.531 -0.28 0.70 -0.07 0.00
H 2.701 7.852 0.201 0.03 -0.10 -0.13 0.11
H 3.731 6.868 1.220 0.14 0.00 -0.33 0.12
H 1.720 5.684 -0.764 -0.01 0.12 0.05 0.07
H 1.518 5.769 0.996 0.19 -0.03 -0.16 0.07
H 2.800 4.768 0.275 -0.03 0.22 0.13 0.06
H 2.276 6.691 -3.005 0.04 0.09 0.07 0.10
H 2.823 8.367 -3.272 0.09 -0.36 0.00 0.09
H 2.058 7.949 -1.759 -0.06 -0.24 0.04 0.07
O -7.475 -4.473 0.572 1.01 -0.84 -2.04 0.08
C -7.189 -4.955 -0.523 -0.64 0.90 1.55 -0.50
O -5.922 -4.890 -0.988 0.18 0.00 0.58 -0.02
C -5.445 -5.584 -2.155 -0.03 0.05 -0.27 -0.23
C -5.715 -4.779 -3.411 -0.17 0.15 -0.07 -0.07
C -8.256 -5.535 -1.404 -0.26 -0.69 0.06 0.00
H -5.854 -6.597 -2.206 -0.08 0.16 0.04 0.11
H -4.362 -5.695 -2.028 -0.25 0.12 0.25 0.12
H -6.786 -4.632 -3.572 0.09 -0.11 -0.03 0.07
H -5.298 -5.282 -4.288 -0.03 0.05 0.11 0.08
H -5.267 -3.783 -3.331 0.04 -0.19 0.01 0.08
H -8.730 -4.731 -1.973 0.07 -0.09 0.05 0.10
H -9.006 -6.018 -0.769 0.10 0.35 -0.07 0.10
H -7.894 -6.304 -2.084 0.04 0.18 -0.15 0.07
O 1.497 1.142 -5.757 0.16 -1.74 1.64 0.08
C 1.707 0.374 -4.819 -0.49 1.25 -1.28 -0.51
O 1.025 -0.789 -4.723 0.07 0.09 -0.64 -0.01
C 1.328 -1.837 -3.784 -0.08 0.09 0.32 -0.23
C 0.651 -1.582 -2.452 0.09 0.05 -0.08 -0.08
C 2.650 0.754 -3.716 0.76 -0.06 -0.02 0.00
H 2.409 -1.981 -3.689 -0.07 0.15 -0.02 0.11
H 0.932 -2.763 -4.215 0.03 0.33 -0.18 0.12
H 1.008 -0.658 -1.989 0.05 -0.12 0.01 0.07
H 0.836 -2.410 -1.762 -0.09 0.18 -0.14 0.07
H -0.430 -1.470 -2.588 0.21 -0.15 0.02 0.08
H 2.120 1.370 -2.986 0.05 -0.09 -0.07 0.10
H 3.473 1.335 -4.147 -0.36 0.07 0.06 0.10
H 3.109 -0.096 -3.217 -0.19 0.00 0.15 0.07
```
Positions in Å, forces in eV/Å.

Results
- maximum force (hartree/bohr) = 0.1816
- frontier orbital gap (eV) = 9.886
- calculated total energy (hartree) = -6801.84767
- SMILES = C[C@H](Br)[C@@H](Br)[C@H]1CCOC1=O.CCOC(C)=O.CCOC(C)=O.CCOC(C)=O.CCOC(C)=O
- multiplicity = 1

***

Entry 2:
C23H42F3N3O3 | the ωB97M-V functional and the def2-TZVPD basis

Structure (XYZ):
```
74
Properties=species:S:1:pos:R:3:forces:R:3:lowdin_charge:R:1
O -1.038 -0.511 5.112 -1.96 2.42 -3.28 0.10
C -1.561 0.202 4.246 -0.06 0.32 1.16 -0.36
C -1.145 1.652 3.669 1.55 -1.57 0.47 -0.03
C -1.276 1.286 2.088 0.24 1.05 -0.88 -0.16
C 0.058 1.085 1.239 0.40 0.52 1.19 -0.37
F 0.503 2.377 0.832 -0.72 -3.31 0.33 0.03
F 1.108 0.543 2.025 -2.08 0.89 -1.96 0.07
F -0.165 0.224 0.137 0.89 2.33 2.24 0.08
C -2.158 -0.064 1.997 1.97 0.27 1.86 -0.13
N -2.763 -0.098 3.391 0.05 -0.07 -0.47 -0.01
H -1.860 2.482 4.017 0.96 -1.47 -0.70 0.13
H -0.101 1.877 4.073 -1.35 -0.07 -0.99 0.13
H -1.751 2.212 1.625 0.35 -1.45 0.21 0.15
H -2.880 -0.102 1.124 0.97 -0.16 1.38 0.14
H -1.375 -0.893 2.091 -1.37 0.66 -1.15 0.12
H -3.273 0.808 3.350 -0.01 -0.85 0.77 0.10
C 3.347 4.982 -1.903 0.30 0.07 -0.21 -0.04
C 1.812 4.784 -1.988 1.59 -0.64 1.22 -0.47
C 1.495 3.473 -2.742 -0.27 0.12 -0.30 -0.13
C 1.725 3.571 -4.247 0.04 0.02 0.00 -0.18
C 0.985 4.768 -4.836 -0.15 -0.31 0.30 -0.14
C 1.305 6.092 -4.112 0.97 1.08 -1.59 -0.49
N 1.182 5.980 -2.627 -3.89 -1.64 -0.08 -0.05
O -0.141 5.958 -2.327 2.30 0.60 -0.19 -0.02
C 2.731 6.559 -4.492 0.30 -0.21 0.08 -0.04
C 0.400 7.206 -4.696 -0.44 -0.16 0.57 -0.05
C 1.384 4.611 -0.508 -0.65 0.43 -0.34 -0.06
H 3.606 6.037 -1.774 -0.09 -0.10 -0.08 0.09
H 3.776 4.453 -1.048 -0.29 -0.02 -0.06 0.08
H 3.878 4.598 -2.775 -0.05 0.13 -0.03 0.06
H 0.449 3.190 -2.570 0.04 0.19 0.08 0.12
H 2.101 2.655 -2.339 0.02 0.22 0.17 0.13
H 2.794 3.636 -4.471 -0.02 0.03 0.03 0.10
H 1.372 2.653 -4.729 0.05 0.06 0.03 0.11
H 1.229 4.853 -5.900 0.02 0.25 0.12 0.12
H -0.092 4.568 -4.788 0.06 0.17 0.14 0.12
H 3.016 7.451 -3.927 -0.07 -0.10 0.01 0.09
H 2.785 6.814 -5.554 -0.24 -0.02 0.11 0.09
H 3.497 5.801 -4.341 -0.05 0.03 0.11 0.06
H -0.665 6.975 -4.606 0.16 -0.02 0.19 0.08
H 0.595 7.343 -5.763 0.23 -0.20 0.15 0.08
H 0.586 8.164 -4.201 -0.02 -0.13 0.02 0.09
H 1.593 5.515 0.071 -0.01 0.02 -0.11 0.09
H 1.926 3.785 -0.043 0.17 0.21 -0.38 0.07
H 0.323 4.372 -0.401 0.15 0.26 -0.18 0.07
C -1.271 -6.624 -0.068 -0.27 -0.25 0.06 -0.04
C -0.382 -5.584 0.661 0.11 -1.20 -1.70 -0.48
C 0.649 -6.312 1.552 -0.04 0.19 0.38 -0.14
C 0.041 -6.912 2.816 -0.05 -0.04 -0.01 -0.18
C -0.752 -5.866 3.590 0.43 0.06 -0.20 -0.14
C -1.806 -5.142 2.725 -1.81 -0.65 0.99 -0.48
N -1.242 -4.637 1.435 3.32 2.12 1.81 -0.04
O -0.489 -3.536 1.715 -1.80 -1.58 -0.85 -0.03
C -2.993 -6.096 2.449 0.07 -0.33 -0.22 -0.04
C -2.448 -4.015 3.570 0.55 0.49 -0.35 -0.04
C 0.380 -4.882 -0.493 0.08 0.64 0.53 -0.05
H -2.235 -6.192 -0.353 0.10 -0.02 0.11 0.09
H -0.806 -6.977 -0.992 0.14 0.19 0.17 0.08
H -1.454 -7.522 0.523 -0.09 0.11 0.04 0.06
H 1.441 -5.614 1.849 -0.16 0.11 -0.10 0.12
H 1.143 -7.105 0.981 -0.15 0.15 -0.18 0.12
H -0.597 -7.767 2.569 0.00 0.04 -0.02 0.10
H 0.839 -7.307 3.452 -0.06 0.01 -0.05 0.11
H -1.235 -6.344 4.448 -0.19 0.17 -0.14 0.12
H -0.049 -5.136 4.008 -0.14 0.10 -0.16 0.13
H -3.715 -5.638 1.768 0.12 0.01 0.03 0.09
H -3.523 -6.333 3.376 0.17 0.22 0.00 0.09
H -2.698 -7.058 2.035 0.02 0.08 -0.08 0.06
H -1.713 -3.298 3.945 -0.03 -0.05 -0.21 0.07
H -2.951 -4.427 4.450 0.10 -0.23 -0.22 0.09
H -3.197 -3.466 2.991 0.12 -0.04 0.01 0.09
H -0.310 -4.354 -1.156 -0.01 -0.02 0.09 0.09
H 0.929 -5.612 -1.094 -0.24 -0.15 0.21 0.08
H 1.126 -4.168 -0.132 -0.28 0.00 0.08 0.08
```
Positions in Å, forces in eV/Å.

Results
- maximum force (hartree/bohr) = 0.0879
- frontier orbital gap (spin up / spin down) (eV) = 9.265 / 9.399
- calculated total energy (hartree) = -1590.95362
- multiplicity = 3

***

Entry 3:
C23H42I2NO14 | the ωB97M-V functional and the def2-TZVPD basis

Structure (XYZ):
```
82
Properties=species:S:1:pos:R:3:forces:R:3:lowdin_charge:R:1
C -5.480 -3.384 -1.200 -0.07 0.04 -0.14 -0.05
C -3.980 -3.376 -1.539 0.12 -0.08 -0.03 -0.47
C -3.482 -4.820 -1.688 0.17 0.09 0.10 -0.02
C -3.644 -2.662 -2.850 0.05 0.07 0.04 -0.17
C -3.570 -1.139 -2.849 0.27 -0.09 0.08 -0.76
I -5.530 -0.243 -2.703 -0.15 0.03 0.04 0.98
C -2.956 -0.721 -4.203 -0.20 0.03 -0.11 -0.26
C -2.421 0.696 -4.275 -0.12 -0.01 0.03 -0.85
O -1.361 1.034 -3.880 0.20 0.00 0.11 0.02
I -3.688 2.158 -5.224 -0.06 0.05 -0.11 0.78
C -2.667 -0.688 -1.707 -0.08 0.03 0.02 -0.17
C -2.836 -1.342 -0.324 0.18 0.03 -0.05 -0.46
C -3.856 -0.598 0.550 -0.06 -0.09 0.05 -0.04
C -1.477 -1.285 0.379 -0.03 -0.23 -0.10 -0.02
N -3.204 -2.787 -0.414 -0.64 0.38 -0.05 -0.13
O -3.457 -3.327 0.712 0.34 -0.25 0.09 -0.01
H -5.733 -4.286 -0.647 0.02 0.04 0.12 0.08
H -6.072 -3.367 -2.114 -0.01 -0.07 -0.03 0.07
H -5.776 -2.524 -0.609 -0.01 0.02 0.02 0.04
H -3.954 -5.467 -0.955 0.00 -0.08 -0.01 0.08
H -3.667 -5.199 -2.693 -0.15 -0.05 0.02 0.09
H -2.408 -4.841 -1.508 0.05 -0.08 -0.14 0.08
H -2.640 -2.990 -3.147 0.00 -0.06 0.02 0.13
H -4.336 -3.029 -3.609 0.03 0.05 -0.08 0.13
H -2.082 -1.355 -4.367 0.06 0.01 0.00 0.13
H -3.669 -0.888 -5.007 -0.02 -0.02 -0.02 0.09
H -2.763 0.387 -1.559 0.11 0.06 -0.05 0.12
H -1.643 -0.849 -2.056 0.01 -0.12 0.04 0.12
H -3.736 0.474 0.405 -0.03 0.07 0.01 0.09
H -4.884 -0.870 0.324 -0.02 0.08 -0.08 0.04
H -3.678 -0.821 1.599 0.00 -0.09 0.04 0.09
H -0.689 -1.618 -0.298 0.08 0.05 0.00 0.08
H -1.265 -0.271 0.715 0.07 0.00 0.02 0.09
H -1.491 -1.968 1.226 -0.05 0.17 0.17 0.08
C 1.356 4.166 3.512 -0.06 0.06 0.15 -0.03
O 2.059 3.950 2.284 0.02 -0.01 -0.02 -0.01
C 1.570 2.962 1.533 -0.02 -0.01 0.02 -0.62
O 0.623 2.273 1.810 0.01 0.01 -0.02 0.12
O 2.308 2.870 0.429 0.00 0.01 0.02 0.00
C 1.894 1.837 -0.473 0.04 -0.10 -0.15 -0.03
H 1.867 4.988 4.005 0.00 -0.01 0.00 0.08
H 0.318 4.434 3.317 0.00 -0.02 -0.02 0.10
H 1.385 3.279 4.141 0.01 -0.04 -0.06 0.10
H 0.874 2.007 -0.816 -0.01 0.02 0.04 0.10
H 1.961 0.862 0.006 -0.03 0.01 0.03 0.10
H 2.581 1.883 -1.313 0.02 0.01 0.02 0.09
C 1.585 10.695 5.953 0.00 -0.01 0.02 -0.04
O 1.952 9.381 5.518 0.00 -0.01 -0.03 0.00
C 1.844 9.190 4.203 -0.01 0.02 -0.02 -0.62
O 1.475 10.006 3.399 0.02 -0.03 0.03 0.12
O 2.213 7.938 3.930 0.00 0.00 0.03 0.00
C 2.143 7.589 2.543 0.02 -0.06 -0.11 -0.03
H 1.725 10.693 7.029 0.00 0.00 0.00 0.09
H 2.223 11.443 5.487 0.00 0.00 -0.01 0.10
H 0.546 10.903 5.704 0.00 0.00 -0.01 0.10
H 2.796 8.225 1.949 -0.01 0.05 0.04 0.10
H 1.122 7.680 2.176 0.00 0.02 0.01 0.10
H 2.475 6.558 2.481 0.01 0.01 -0.02 0.07
C 7.623 -0.946 -3.177 0.02 0.00 0.00 -0.04
O 7.768 0.307 -2.498 -0.03 0.02 0.01 0.00
C 6.618 0.863 -2.121 -0.01 -0.01 0.00 -0.62
O 5.519 0.402 -2.305 0.04 0.02 0.01 0.12
O 6.887 2.013 -1.506 -0.01 -0.05 -0.04 0.01
C 5.724 2.713 -1.051 -0.06 0.06 0.05 -0.04
H 8.634 -1.264 -3.414 0.00 0.00 0.00 0.09
H 7.136 -1.675 -2.532 -0.01 0.00 0.00 0.10
H 7.039 -0.822 -4.086 -0.01 0.00 0.01 0.10
H 5.170 2.108 -0.337 -0.01 0.01 0.00 0.09
H 5.079 2.965 -1.891 -0.01 -0.01 0.00 0.10
H 6.086 3.618 -0.575 0.04 -0.02 0.00 0.10
C -0.904 -5.559 0.936 -0.04 0.10 0.04 -0.04
O -0.395 -6.681 1.668 0.03 -0.06 -0.04 0.01
C -0.500 -7.841 1.025 -0.02 0.01 -0.02 -0.62
O -0.964 -8.000 -0.075 0.02 0.00 0.04 0.12
O -0.002 -8.802 1.804 -0.01 0.02 -0.01 0.00
C -0.054 -10.112 1.229 0.01 0.00 0.02 -0.04
H -0.756 -4.694 1.575 0.00 -0.02 0.02 0.09
H -0.358 -5.437 0.002 -0.01 -0.02 -0.01 0.10
H -1.964 -5.684 0.729 0.00 0.01 0.01 0.08
H 0.521 -10.147 0.306 -0.01 0.00 0.00 0.10
H -1.084 -10.397 1.023 0.00 0.01 -0.01 0.10
H 0.381 -10.772 1.973 0.00 0.00 0.00 0.09
```
Positions in Å, forces in eV/Å.

Results
- maximum force (hartree/bohr) = 0.0145
- frontier orbital gap (spin up / spin down) (eV) = 8.543 / 9.424
- calculated total energy (hartree) = -2605.05730
- multiplicity = 2